[1]
C6H15N | ωB97M-V/def2-TZVPD

Last column: natural (NBO) charge in e.
CARTESIAN COORDINATES (ANGSTROEM)
C (0.09, 0.58, 3.11)  -0.633
C (1.26, -0.02, 2.20)  -0.203
N (1.15, 0.18, 0.72)  -0.660
C (-0.25, 0.39, 0.02)  -0.208
C (-0.35, -0.61, -1.31)  -0.214
C (0.62, -0.01, -2.35)  -0.629
C (-1.75, -0.50, -2.03)  -0.628
H (-0.83, 0.74, 2.64)  0.209
H (0.31, 1.67, 3.34)  0.200
H (-0.03, 0.18, 4.11)  0.217
H (2.20, 0.39, 2.61)  0.189
H (1.26, -1.09, 2.36)  0.163
H (1.72, -0.52, 0.33)  0.358
H (-1.14, 0.18, 0.56)  0.184
H (-0.36, 1.35, -0.46)  0.180
H (-0.09, -1.62, -0.92)  0.205
H (0.12, 0.95, -2.75)  0.205
H (1.72, 0.13, -2.16)  0.225
H (0.60, -0.73, -3.24)  0.201
H (-1.70, -1.40, -2.75)  0.214
H (-1.89, 0.44, -2.58)  0.210
H (-2.68, -0.68, -1.46)  0.214

SMILES: CCNCC(C)C
orbital gap: 9.496 eV
2S+1: 1

[2]
C3H4OS | ωB97M-V/def2-TZVPD

Last column: natural (NBO) charge in e.
CARTESIAN COORDINATES (ANGSTROEM)
C (1.20, -0.46, 0.04)  0.434
C (0.33, 0.71, -0.01)  -0.503
C (-1.11, -0.13, 0.00)  -0.496
H (0.38, 1.27, -0.90)  0.245
H (0.43, 1.19, 0.89)  0.238
H (-1.81, 0.02, -0.88)  0.221
H (-1.70, -0.20, 0.89)  0.215
O (2.35, -0.71, -0.03)  -0.517
S (-0.07, -1.68, -0.02)  0.163

orbital gap: 10.227 eV
2S+1: 1

[3]
C13H20BrNO6PRh | ωB97M-V/def2-TZVPD

Last column: natural (NBO) charge in e.
CARTESIAN COORDINATES (ANGSTROEM)
Rh (-0.02, 0.03, 0.45)  0.906
Br (0.70, -1.24, 3.11)  0.199
C (1.77, 0.26, 2.77)  0.147
C (2.74, 0.79, 3.59)  -0.233
C (3.41, 1.92, 3.13)  -0.075
C (3.10, 2.49, 1.90)  -0.173
C (2.11, 1.89, 1.15)  0.104
N (1.48, 0.80, 1.60)  -0.480
C (1.58, 2.31, -0.17)  0.721
O (2.06, 3.19, -0.81)  -0.462
O (0.50, 1.58, -0.55)  -0.653
H (2.96, 0.34, 4.55)  0.278
H (4.18, 2.36, 3.74)  0.268
H (3.59, 3.37, 1.51)  0.284
C (-3.84, 0.36, -0.81)  -0.434
C (-3.78, 1.85, -0.47)  -0.440
C (-2.50, 2.00, 0.34)  -0.084
O (-2.12, 0.64, 0.79)  -0.615
C (-3.21, -0.28, 0.40)  -0.068
H (-3.28, 0.14, -1.72)  0.202
H (-4.86, 0.01, -0.95)  0.259
H (-4.65, 2.13, 0.13)  0.236
H (-3.76, 2.49, -1.35)  0.253
H (-2.61, 2.62, 1.22)  0.217
H (-1.68, 2.39, -0.25)  0.214
H (-3.91, -0.33, 1.23)  0.214
H (-2.78, -1.27, 0.25)  0.184
C (1.71, -3.86, -0.05)  -0.240
O (1.67, -2.40, -0.24)  -0.829
P (0.59, -1.58, -0.97)  2.242
O (1.14, -0.97, -2.27)  -0.808
C (2.36, -0.17, -2.43)  -0.236
O (-0.53, -2.54, -1.39)  -0.806
C (-1.62, -2.24, -2.33)  -0.249
H (1.50, -4.36, -0.99)  0.217
H (0.99, -4.15, 0.71)  0.207
H (2.72, -4.08, 0.28)  0.232
H (2.21, 0.42, -3.33)  0.240
H (3.20, -0.85, -2.54)  0.219
H (2.50, 0.49, -1.58)  0.185
H (-2.55, -2.43, -1.81)  0.214
H (-1.51, -2.92, -3.17)  0.239
H (-1.56, -1.21, -2.68)  0.203

net charge: +2
orbital gap: 7.681 eV
2S+1: 1

[4]
C40H33LaN11O2PS2 | ωB97M-V/def2-TZVPD

Last column: Löwdin charge in e.
CARTESIAN COORDINATES (ANGSTROEM)
La (0.35, 0.59, -0.46)  1.548
C (5.57, -1.35, -2.20)  -0.087
C (4.48, -1.84, -2.90)  -0.079
C (3.31, -1.10, -2.99)  -0.043
C (3.22, 0.13, -2.37)  -0.337
C (4.32, 0.63, -1.67)  -0.051
C (5.48, -0.11, -1.58)  -0.064
N (2.01, 0.89, -2.37)  -0.056
C (1.98, 2.01, -3.05)  -0.242
C (2.97, 2.35, -4.05)  -0.005
C (2.88, 3.50, -4.77)  -0.067
C (1.83, 4.44, -4.56)  -0.090
C (0.90, 4.20, -3.62)  -0.034
C (0.94, 3.00, -2.84)  -0.220
N (0.09, 2.79, -1.79)  -0.100
N (-0.73, 3.74, -1.52)  0.030
C (-1.49, 3.56, -0.35)  -0.359
C (-2.25, 4.68, 0.02)  -0.010
C (-3.01, 4.64, 1.16)  -0.055
C (-2.99, 3.48, 1.94)  -0.053
C (-2.23, 2.42, 1.50)  -0.166
N (-1.51, 2.43, 0.37)  -0.003
H (6.47, -1.93, -2.11)  0.099
H (4.54, -2.81, -3.38)  0.100
H (2.46, -1.49, -3.54)  0.094
H (4.22, 1.58, -1.16)  0.115
H (6.31, 0.28, -1.01)  0.109
H (3.78, 1.66, -4.22)  0.113
H (3.63, 3.70, -5.52)  0.106
H (1.80, 5.35, -5.15)  0.098
H (0.11, 4.90, -3.41)  0.098
H (-2.20, 5.56, -0.61)  0.113
H (-3.58, 5.50, 1.47)  0.111
H (-3.54, 3.39, 2.86)  0.108
H (-2.18, 1.51, 2.09)  0.063
S (1.99, 2.48, 0.96)  0.450
C (2.89, 1.10, 1.55)  -1.151
S (2.40, -0.53, 1.11)  0.488
C (3.98, 1.28, 2.36)  -0.405
C (4.72, 0.17, 2.88)  -0.273
N (5.33, -0.71, 3.31)  0.141
C (4.40, 2.59, 2.76)  -0.272
N (4.75, 3.63, 3.09)  0.141
N (-2.56, 1.24, -2.20)  0.053
N (-2.69, 0.36, -3.27)  -0.007
C (-1.84, -0.69, -3.37)  -0.377
N (-2.00, -1.51, -4.41)  0.212
N (-0.95, -0.78, -2.38)  0.053
N (-0.02, -1.80, -2.40)  -0.410
O (0.09, -2.64, -3.26)  0.082
O (0.72, -1.73, -1.42)  -0.124
H (-3.40, 1.26, -1.63)  0.103
H (-2.29, 2.17, -2.51)  0.080
H (-3.38, 0.51, -3.99)  0.154
H (-2.69, -1.32, -5.11)  0.124
H (-1.34, -2.27, -4.53)  0.101
C (-5.93, -2.02, 2.73)  -0.083
C (-5.54, -0.79, 2.23)  -0.082
C (-4.21, -0.57, 1.90)  -0.103
C (-3.25, -1.57, 2.07)  -0.360
C (-3.66, -2.81, 2.56)  -0.091
C (-4.99, -3.03, 2.89)  -0.072
P (-1.51, -1.19, 1.69)  1.038
C (-0.88, -2.80, 1.08)  -0.404
C (0.34, -3.32, 1.50)  -0.106
C (0.86, -4.46, 0.89)  -0.056
C (0.16, -5.09, -0.12)  -0.077
C (-1.07, -4.58, -0.53)  -0.093
C (-1.58, -3.44, 0.06)  -0.132
C (-0.69, -0.97, 3.30)  -0.383
C (0.02, 0.20, 3.52)  -0.134
C (0.72, 0.40, 4.70)  -0.056
C (0.71, -0.59, 5.67)  -0.065
C (-0.02, -1.76, 5.47)  -0.072
C (-0.71, -1.95, 4.29)  -0.092
H (-6.96, -2.20, 3.00)  0.104
H (-6.26, 0.00, 2.10)  0.103
H (-3.92, 0.39, 1.50)  0.072
H (-2.94, -3.61, 2.67)  0.104
H (-5.29, -4.00, 3.27)  0.106
H (0.91, -2.82, 2.27)  0.084
H (1.82, -4.84, 1.22)  0.113
H (0.56, -5.97, -0.59)  0.105
H (-1.63, -5.08, -1.32)  0.103
H (-2.54, -3.05, -0.27)  0.105
H (0.11, 0.97, 2.76)  0.048
H (1.31, 1.30, 4.83)  0.116
H (1.27, -0.45, 6.59)  0.107
H (-0.02, -2.53, 6.23)  0.104
H (-1.25, -2.87, 4.14)  0.101

orbital gap (spin up / spin down): 5.703 / 5.702 eV
2S+1: 1